ORCA calculation (the ωB97M-V functional and the def2-TZVPD basis) on C20H28N2O3 in the gas phase.

Each line ends with the natural charge from an NBO analysis.
Element x y z (Å)
O -1.45378 -0.91974 -1.63765  -0.6587
C -2.66714 -0.96102 -1.58654  0.7129
C -3.62924 -0.71305 -2.73334  -0.5020
C -4.95484 -1.26868 -2.22043  -0.3997
C -4.81966 -1.10246 -0.70648  -0.2105
N -3.39635 -1.25697 -0.49025  -0.4383
C -2.83906 -1.28208 0.83594  -0.1977
C -2.89325 0.10285 1.50742  -0.5068
C -2.39040 1.16376 0.53770  0.6980
O -3.18112 1.67997 -0.24056  -0.6649
N -1.09093 1.51420 0.53661  -0.4342
C -0.70334 2.54866 -0.41410  -0.2127
C 0.79191 2.50344 -0.70694  -0.4124
C 1.23791 1.04730 -0.74356  -0.4205
C 1.15253 0.43443 0.65986  -0.0566
C 0.92854 -1.08294 0.51138  -0.0949
O 0.61762 -1.73254 1.72530  -0.7292
C 2.42580 0.72516 1.49727  -0.4260
C 3.69106 0.14930 0.92940  -0.0401
C 4.47476 0.89846 0.05814  -0.2102
C 5.62916 0.37101 -0.49224  -0.2034
C 6.02569 -0.91629 -0.17435  -0.2171
C 5.26848 -1.66431 0.71000  -0.2229
C 4.11439 -1.13348 1.25812  -0.1577
C -0.04752 1.05747 1.41764  -0.2164
H -3.68178 0.36903 -2.87133  0.2407
H -3.27927 -1.16700 -3.65817  0.2306
H -5.04264 -2.32614 -2.47532  0.2041
H -5.81909 -0.74038 -2.61704  0.2166
H -5.14223 -0.10126 -0.39639  0.2038
H -5.37350 -1.85402 -0.13789  0.1943
H -1.80310 -1.61441 0.75496  0.2345
H -3.39592 -2.00629 1.43879  0.2032
H -2.34578 0.07770 2.44630  0.2218
H -3.93382 0.35568 1.72204  0.2292
H -1.27333 2.36586 -1.32875  0.2304
H -1.00220 3.53136 -0.02653  0.1933
H 0.97892 2.98564 -1.66672  0.2218
H 1.35129 3.05317 0.05300  0.1891
H 0.56829 0.49908 -1.40852  0.2421
H 2.25051 0.95168 -1.13398  0.2203
H 0.07443 -1.24651 -0.14795  0.2313
H 1.81036 -1.53545 0.04130  0.1756
H 1.40192 -1.72570 2.28482  0.4609
H 2.26720 0.33768 2.50808  0.2071
H 2.54084 1.80840 1.57646  0.2165
H 4.18573 1.91184 -0.18236  0.2098
H 6.22252 0.96848 -1.16887  0.2135
H 6.92535 -1.33046 -0.60439  0.2142
H 5.57806 -2.66418 0.97707  0.2131
H 3.54863 -1.72712 1.96355  0.1841
H -0.43172 0.30778 2.10710  0.2341
H 0.29807 1.91774 2.00703  0.1861

Properties
ΔE to the lowest compared entry with this formula, charge and spin = 0.380 eV
structure (SMILES) = O=C1CCCN1CCC(=O)N1CCC[C@@](CO)(Cc2ccccc2)C1
spin multiplicity = 1
orbital gap = 9.46 eV
E = -30318.7357 eV


ORCA calculation (the ωB97M-V functional and the def2-TZVPD basis) on 2 unconnected molecules or ions with the total composition C20H28N3O6 at a distorted geometry.

Each line ends with the natural charge from an NBO analysis.
Element x y z (Å)
C -4.13299 -1.93425 -0.74151  -0.6240
C -3.03425 -2.93723 -0.46538  0.0945
C -3.22641 -3.62579 0.85314  -0.6442
O -1.79484 -2.11816 -0.54253  -0.4768
C -0.66889 -2.83963 -0.47198  0.8403
N 0.48514 -1.91428 -0.41829  -0.1129
N 1.50857 -2.59307 -0.10772  -0.1978
C 2.80630 -2.14855 -0.46658  0.8350
O 3.14877 -1.24799 -1.21529  -0.5565
O 3.66346 -2.98334 0.16678  -0.4951
C 5.00559 -2.39116 0.26838  0.0819
C 5.94799 -3.48664 0.70716  -0.6188
C 5.01996 -1.23164 1.23106  -0.6465
O -0.61929 -4.04661 -0.50523  -0.5898
H -5.12843 -2.37412 -0.65820  0.2029
H -4.05946 -1.12280 -0.00862  0.2261
H -4.03201 -1.50930 -1.74392  0.2289
H -2.98456 -3.69717 -1.25880  0.1910
H -4.23892 -4.03147 0.92269  0.2123
H -2.52967 -4.45766 0.98015  0.2346
H -3.10313 -2.90977 1.67405  0.2160
H 5.27037 -2.04471 -0.73962  0.2014
H 6.96533 -3.09248 0.79839  0.2094
H 5.66353 -3.87814 1.69181  0.2089
H 5.98097 -4.31126 -0.00921  0.2135
H 6.04039 -0.83306 1.32951  0.2110
H 4.36307 -0.40914 0.91053  0.2630
H 4.69605 -1.57787 2.22782  0.2069
C -0.48687 2.46579 4.05470  -0.6210
C 0.69139 2.62952 3.12981  -0.0751
O 0.31305 2.03310 1.84564  -0.5143
C 1.33942 1.74209 1.03981  0.7436
C 0.94115 1.50511 -0.39249  -0.0513
C 2.05036 1.38046 -1.34858  -0.6699
N -0.28527 1.82777 -0.72506  -0.3765
C -0.74562 2.23599 -1.87195  -0.1540
C -2.11125 2.70855 -2.01741  -0.0475
C -2.65645 3.13132 -3.26155  -0.2426
C -3.99811 3.49677 -3.34584  -0.2217
C -4.81097 3.46876 -2.20185  -0.2948
C -4.27122 3.08370 -0.96611  -0.2366
C -2.92733 2.71495 -0.87191  -0.1763
O 2.50693 1.69347 1.40092  -0.7150
H -0.30307 2.98536 5.00415  0.1958
H -1.40448 2.86808 3.60606  0.2134
H -0.63576 1.40007 4.27001  0.2054
H 0.93094 3.69157 2.97957  0.1677
H 1.58274 2.12904 3.51834  0.1961
H 2.99027 1.36552 -0.78642  0.2308
H 2.02624 0.47793 -1.97638  0.2187
H 2.01584 2.27564 -1.99128  0.1786
H -0.10640 2.26939 -2.77579  0.1319
H -2.00777 3.14349 -4.14190  0.1973
H -4.41746 3.80341 -4.30584  0.1926
H -5.86207 3.74558 -2.27853  0.1905
H -4.89322 3.06872 -0.07173  0.1920
H -2.47765 2.40609 0.07304  0.2273

Properties
total charge = -1
spin multiplicity = 1
orbital gap = 3.39 eV
E = -37948.4387 eV